ORCA calculation (ωB97M-V with the def2-TZVPD basis set) on C52H40AsBrF4N5OPSeY as an isolated structure.

DFT total energy: -281481.3314 eV
multiplicity: 1
LUMO energy: -8.19 eV
HOMO energy: -0.5782 hartree
molecular weight: 1180.6 g/mol
charge: +3
energy above the lowest of the compared OMol25 structures with the same formula, charge and spin: 0.316 eV

Geometry as XYZ:
```
107
C52H40AsBrF4N5OPSeY | the Open Molecules 2025 dataset | ωB97M-V with the def2-TZVPD basis set
Y -0.24 -0.16 -0.60
F -4.43 4.84 -3.68
C -3.74 4.26 -2.72
C -3.04 5.03 -1.82
F -3.06 6.34 -1.90
C -2.31 4.41 -0.82
F -1.67 5.21 0.04
C -2.22 3.03 -0.70
P -1.19 2.21 0.58
C -2.21 2.31 2.08
C -3.59 2.45 2.01
C -4.35 2.47 3.17
C -3.74 2.34 4.41
C -2.36 2.17 4.49
C -1.59 2.15 3.33
C 0.31 3.18 0.87
C 0.40 4.27 1.73
C 1.62 4.91 1.92
C 2.76 4.48 1.26
C 2.69 3.39 0.40
C 1.47 2.74 0.22
C -2.97 2.29 -1.61
Br -3.09 0.39 -1.54
C -3.71 2.88 -2.61
F -4.41 2.16 -3.48
H -4.08 2.58 1.05
H -5.42 2.61 3.11
H -4.33 2.37 5.31
H -1.87 2.08 5.45
H -0.52 2.03 3.40
H -0.48 4.63 2.25
H 1.67 5.76 2.59
H 3.70 4.99 1.40
H 3.58 3.04 -0.12
H 1.47 1.89 -0.46
Se -0.34 -0.88 -8.60
N -0.36 -2.05 -7.27
C -0.31 -1.34 -6.17
C -0.30 -1.94 -4.84
C -0.36 -3.32 -4.64
C -0.39 -3.83 -3.37
C -0.38 -2.94 -2.31
N -0.31 -1.61 -2.47
C -0.26 -1.10 -3.73
C -0.16 0.36 -3.87
N -0.03 1.11 -2.75
C 0.08 2.43 -2.88
C 0.02 3.08 -4.10
C -0.12 2.33 -5.24
C -0.20 0.94 -5.14
C -0.28 0.08 -6.32
N -0.31 0.54 -7.54
H -0.38 -3.97 -5.51
H -0.44 -4.89 -3.17
H -0.43 -3.30 -1.29
H 0.22 3.00 -1.98
H 0.11 4.16 -4.14
H -0.16 2.78 -6.23
C 3.38 -0.60 4.84
C 3.23 0.39 3.87
C 2.73 0.06 2.62
C 2.39 -1.26 2.34
C 2.54 -2.25 3.30
C 3.04 -1.91 4.55
As 1.76 -1.67 0.56
C 3.34 -1.38 -0.50
C 4.60 -1.74 -0.03
C 5.72 -1.48 -0.81
C 5.59 -0.84 -2.04
C 4.34 -0.47 -2.50
C 3.21 -0.74 -1.73
C 1.47 -3.57 0.56
C 2.35 -4.42 -0.10
C 2.12 -5.79 -0.09
C 1.01 -6.31 0.57
C 0.12 -5.45 1.22
C 0.35 -4.08 1.21
H 3.78 -0.34 5.81
H 3.50 1.42 4.09
H 2.63 0.83 1.86
H 2.28 -3.28 3.08
H 3.17 -2.68 5.30
H 4.71 -2.22 0.93
H 6.70 -1.77 -0.45
H 6.47 -0.64 -2.64
H 4.24 0.03 -3.46
H 2.24 -0.46 -2.12
H 3.22 -4.03 -0.62
H 2.81 -6.45 -0.59
H 0.84 -7.38 0.58
H -0.74 -5.86 1.73
H -0.34 -3.42 1.71
C -3.74 -1.75 3.86
N -3.20 -1.57 2.50
C -4.12 -1.73 1.37
C -1.96 -1.19 2.28
C -1.03 -0.96 3.42
O -1.57 -1.02 1.07
H -4.51 -2.51 3.82
H -4.19 -0.82 4.21
H -2.97 -2.07 4.55
H -5.07 -2.10 1.75
H -3.72 -2.44 0.65
H -4.29 -0.77 0.88
H -0.80 -1.91 3.92
H -1.48 -0.29 4.16
H -0.10 -0.53 3.07
```

***

ORCA calculation (ωB97M-V with the def2-TZVPD basis set) on C37H48HfN3SbSe4SiTe as an isolated structure.

DFT total energy: -328025.4913 eV
multiplicity: 1
LUMO energy: 3.28 eV
HOMO energy: -0.0336 hartree
molecular weight: 1306.6 g/mol
charge: -2
energy above the lowest of the compared OMol25 structures with the same formula, charge and spin: 0.000 eV

Geometry as XYZ:
```
96
C37H48HfN3SbSe4SiTe | the Open Molecules 2025 dataset | ωB97M-V with the def2-TZVPD basis set
Hf 0.14 0.84 2.13
C 0.09 -1.23 3.06
Si -1.21 -2.37 2.53
C -1.76 -2.11 0.75
N -0.68 -1.57 -0.10
C -1.23 -0.85 -1.27
C -0.29 -0.94 -2.47
C -0.11 -2.39 -2.95
C -0.19 -3.37 -1.76
C 0.26 -2.64 -0.50
C -0.51 -4.18 2.58
C 0.38 -4.52 3.62
C 0.93 -5.80 3.74
C 0.60 -6.79 2.82
C -0.28 -6.49 1.78
C -0.82 -5.21 1.67
C -2.74 -2.47 3.59
C -4.03 -2.32 3.07
C -5.15 -2.49 3.89
C -4.99 -2.80 5.24
C -3.71 -2.94 5.77
C -2.60 -2.78 4.95
H 1.05 -1.74 2.88
H 0.05 -1.04 4.14
H -2.56 -1.37 0.76
H -2.20 -3.03 0.29
H -1.45 0.18 -0.99
H -2.20 -1.28 -1.54
H 0.69 -0.51 -2.21
H -0.70 -0.32 -3.27
H 0.86 -2.50 -3.45
H -0.87 -2.64 -3.69
H 0.42 -4.26 -1.92
H -1.22 -3.72 -1.61
H 1.24 -2.21 -0.72
H 0.40 -3.31 0.34
H 0.67 -3.75 4.33
H 1.61 -6.01 4.55
H 1.03 -7.78 2.91
H -0.54 -7.26 1.06
H -1.52 -5.02 0.85
H -4.18 -2.02 2.03
H -6.14 -2.34 3.47
H -5.86 -2.92 5.87
H -3.58 -3.16 6.83
H -1.61 -2.85 5.39
C 6.01 1.33 -1.90
C 4.71 1.03 -2.66
C 4.45 2.14 -3.67
C 4.86 -0.30 -3.41
C 3.57 0.92 -1.65
C 3.57 -0.09 -0.70
C 2.56 -0.15 0.22
N 1.53 0.72 0.22
C 1.51 1.69 -0.68
C 2.52 1.83 -1.61
C 0.40 2.69 -0.58
C -0.04 3.42 -1.66
C -1.06 4.37 -1.48
C -1.50 4.55 -0.19
C -1.04 3.73 0.83
N -0.13 2.79 0.64
C -1.65 5.12 -2.67
C -2.97 5.81 -2.29
C -0.65 6.18 -3.16
C -1.94 4.13 -3.81
H 6.85 1.39 -2.60
H 6.23 0.56 -1.16
H 5.93 2.28 -1.36
H 5.27 2.17 -4.40
H 4.39 3.13 -3.19
H 3.52 1.98 -4.22
H 5.62 -0.21 -4.19
H 3.91 -0.59 -3.88
H 5.16 -1.11 -2.74
H 4.37 -0.83 -0.65
H 2.55 -0.89 1.01
H 2.49 2.67 -2.29
H 0.36 3.22 -2.65
H -2.29 5.24 0.05
H -1.44 3.80 1.83
H -2.83 6.60 -1.56
H -3.69 5.09 -1.87
H -3.42 6.26 -3.18
H -0.47 6.93 -2.39
H -1.04 6.69 -4.06
H 0.31 5.72 -3.41
H -2.57 3.31 -3.46
H -1.02 3.71 -4.22
H -2.46 4.65 -4.62
Se -0.89 4.74 5.04
Sb -0.45 2.44 4.50
Se 2.23 2.00 2.98
Se -2.40 0.98 1.98
Se -0.42 1.03 6.46
Te -3.99 1.40 0.00
```

***

ORCA calculation (ωB97M-V with the def2-TZVPD basis set) on a 2-piece molecular cluster, C2H3F2O3S overall.

DFT total energy: -24534.0966 eV
multiplicity: 1
LUMO energy (spin up / spin down): 2.83 / 3.67 eV
HOMO energy (spin up / spin down): -0.1297 / -0.2116 hartree
molecular weight: 145.1 g/mol
charge: -1
energy above the lowest of the compared OMol25 structures with the same formula, charge and spin: 2.685 eV

Geometry as XYZ:
```
11
C2H3F2O3S | the Open Molecules 2025 dataset | ωB97M-V with the def2-TZVPD basis set
C -1.46 -0.32 0.20
C -0.65 0.54 1.02
O 3.10 0.39 -0.17
O 1.44 -1.18 -1.16
O 1.94 0.95 -2.30
F -2.41 -1.17 0.89
F -1.32 1.38 1.88
S 1.93 0.20 -1.07
H -2.04 0.17 -0.50
H -0.72 -0.99 -0.38
H 0.19 0.02 1.59
```

***

ORCA calculation (ωB97M-V with the def2-TZVPD basis set) on a 2-piece molecular cluster, CH5BS2 overall.

DFT total energy: -23463.4532 eV
multiplicity: 1
LUMO energy: -0.54 eV
HOMO energy: -0.3108 hartree
molecular weight: 92.0 g/mol
charge: 0
energy above the lowest of the compared OMol25 structures with the same formula, charge and spin: 3.139 eV

Geometry as XYZ:
```
9
CH5BS2 | the Open Molecules 2025 dataset | ωB97M-V with the def2-TZVPD basis set
B 0.17 0.19 -0.19
C 1.00 -1.15 0.04
S -2.58 0.23 -0.19
S 0.80 1.81 -0.06
H 1.53 -1.22 -0.95
H 0.42 -1.99 0.38
H 1.67 -0.82 0.81
H -2.80 0.63 0.98
H -0.22 2.32 -0.84
```

***

ORCA calculation (ωB97M-V with the def2-TZVPD basis set) on a 2-piece molecular cluster, C6H8N3O2 overall.

DFT total energy: -14905.1957 eV
multiplicity: 1
LUMO energy: -4.95 eV
HOMO energy: -0.4903 hartree
molecular weight: 154.1 g/mol
charge: +1
energy above the lowest of the compared OMol25 structures with the same formula, charge and spin: 3.031 eV

Geometry as XYZ:
```
19
C6H8N3O2 | the Open Molecules 2025 dataset | ωB97M-V with the def2-TZVPD basis set
C -2.23 1.26 -0.36
C 2.36 -0.18 -0.43
C 0.79 0.73 1.03
C 1.23 0.07 -1.29
C -2.47 -1.83 0.49
C 0.19 0.60 -0.29
N -0.94 0.86 -0.71
N 2.11 0.10 0.81
N -1.39 -1.82 0.18
O -2.63 2.30 0.07
O -0.23 -1.87 -0.12
H -2.84 0.32 -0.56
H 0.83 -0.85 -1.62
H 3.35 -0.64 -0.65
H 0.90 1.75 1.33
H 0.26 0.11 1.80
H 1.32 0.77 -2.02
H -3.49 -2.04 0.90
H 2.88 0.35 1.43
```

***

ORCA calculation (ωB97M-V with the def2-TZVPD basis set) on a 15-piece molecular cluster, C4H37NO15 overall.

DFT total energy: -36951.4029 eV
multiplicity: 1
LUMO energy: -0.13 eV
HOMO energy: -0.3753 hartree
molecular weight: 339.3 g/mol
charge: 0
energy above the lowest of the compared OMol25 structures with the same formula, charge and spin: 3.875 eV

Geometry as XYZ:
```
57
C4H37NO15 | the Open Molecules 2025 dataset | ωB97M-V with the def2-TZVPD basis set
C -3.36 -2.51 -1.03
C -3.03 -1.77 0.29
C -1.83 -0.85 0.14
C -1.66 -0.04 1.39
O -0.81 0.82 1.48
N -2.87 -2.76 1.39
H -4.39 -2.61 -1.36
H -2.82 -3.45 -1.03
H -2.96 -1.91 -1.86
H -3.91 -1.23 0.66
H -1.96 -0.18 -0.70
H -0.94 -1.47 0.03
H -2.34 -0.25 2.23
H -3.64 -3.40 1.27
H -2.03 -3.30 1.19
H 2.76 2.98 -1.93
H 1.71 2.57 -0.84
O 2.66 2.74 -1.00
H -2.59 2.46 -2.29
H -2.46 1.14 -3.21
O -2.73 2.07 -3.16
H 1.17 -0.94 -4.84
H 1.33 -1.50 -3.44
O 1.22 -1.77 -4.35
H -3.67 3.40 -0.20
H -3.66 2.24 0.62
O -3.07 2.65 -0.03
H -2.14 -1.11 -3.43
H -0.64 -0.87 -3.43
O -1.48 -0.42 -3.60
H 0.62 -3.14 1.19
H 0.37 -4.26 0.30
O 0.21 -3.31 0.31
H 3.20 -0.28 0.34
H 3.55 1.29 0.01
O 3.13 0.65 0.60
H 2.82 -1.97 -0.86
H 1.88 -2.10 0.28
O 2.83 -1.99 0.11
H 2.25 -2.72 2.75
H 0.85 -2.31 3.38
O 1.31 -2.95 2.83
H 1.82 0.90 -1.85
H 0.89 -0.10 -1.10
O 1.64 -0.03 -1.68
H -0.13 1.67 0.12
H -0.98 1.98 -1.07
O -0.12 2.22 -0.70
H 0.62 3.54 1.29
H -0.02 3.91 2.71
O 0.54 4.20 1.98
H 3.16 0.12 2.81
H 1.85 -0.40 2.42
O 2.47 -0.47 3.15
H 2.08 3.00 2.81
H 3.08 2.29 1.85
O 2.95 2.57 2.76
```

***

ORCA calculation (ωB97M-V with the def2-TZVPD basis set) on one molecule with the formula C5H8OS.

DFT total energy: -18195.5205 eV
multiplicity: 1
LUMO energy: -0.26 eV
HOMO energy: -0.3350 hartree
SMILES: C=C(C)C(=O)CS
molecular weight: 116.2 g/mol
charge: 0
energy above the lowest of the compared OMol25 structures with the same formula, charge and spin: 1.782 eV

Geometry as XYZ:
```
15
C5H8OS | the Open Molecules 2025 dataset | ωB97M-V with the def2-TZVPD basis set
C -0.45 0.59 0.24
C -1.75 -0.09 -0.18
C 0.74 -0.23 0.24
C 1.67 0.28 1.28
C 0.82 -1.28 -0.70
O -0.52 1.80 0.35
S -2.12 0.25 -2.02
H -1.75 -1.10 0.21
H -2.49 0.63 0.17
H 2.74 0.30 0.95
H 1.69 -0.40 2.11
H 1.37 1.28 1.47
H -1.49 1.46 -2.02
H 1.54 -2.07 -0.67
H 0.00 -1.42 -1.43
```

***

ORCA calculation (ωB97M-V with the def2-TZVPD basis set) on C30H33N4O2RuS4 as an isolated structure.

DFT total energy: -87617.6371 eV
multiplicity: 1
LUMO energy (spin up / spin down): -3.78 / -3.78 eV
HOMO energy (spin up / spin down): -0.3515 / -0.3515 hartree
molecular weight: 711.0 g/mol
charge: +1
energy above the lowest of the compared OMol25 structures with the same formula, charge and spin: 1.573 eV

Geometry as XYZ:
```
74
C30H33N4O2RuS4 | the Open Molecules 2025 dataset | ωB97M-V with the def2-TZVPD basis set
Ru -0.65 -0.03 0.24
C -2.80 1.82 -1.17
N -2.95 0.53 -0.49
C -3.77 -0.35 -1.35
C -3.67 0.72 0.76
C -4.99 1.18 0.79
C -5.61 1.43 2.00
C -4.91 1.25 3.18
C -3.61 0.79 3.16
C -2.99 0.48 1.95
N -1.69 -0.02 1.83
C -0.99 -0.38 3.01
C -1.51 -1.09 4.08
C -0.73 -1.27 5.22
C 0.55 -0.74 5.29
C 1.09 -0.09 4.19
C 0.33 0.03 3.03
N 0.84 0.57 1.77
C 2.22 0.07 1.55
C 0.88 2.06 1.81
H -3.77 2.28 -1.37
H -2.30 1.65 -2.12
H -2.21 2.51 -0.55
H -4.75 0.10 -1.52
H -3.89 -1.32 -0.88
H -3.27 -0.47 -2.31
H -5.52 1.36 -0.13
H -6.63 1.79 2.01
H -5.38 1.49 4.13
H -3.08 0.69 4.09
H -2.51 -1.51 4.02
H -1.13 -1.83 6.06
H 1.13 -0.84 6.19
H 2.10 0.28 4.23
H 2.86 0.38 2.38
H 2.60 0.48 0.63
H 2.20 -1.02 1.49
H 1.55 2.39 2.60
H -0.12 2.43 2.01
H 1.23 2.43 0.85
S 0.07 -2.16 0.77
S -1.51 -3.27 0.39
S -1.79 -2.93 -1.71
S -0.83 -1.13 -1.87
C 1.60 -1.21 -4.72
O 2.32 -0.99 -3.51
C 2.37 -1.99 -2.61
C 1.69 -3.20 -2.72
C 1.84 -4.18 -1.75
C 2.69 -3.99 -0.67
C 3.37 -2.79 -0.56
C 3.20 -1.80 -1.51
N 4.06 -0.66 -1.41
C 3.95 0.61 -1.76
C 2.87 1.48 -2.03
C 3.25 2.69 -2.68
C 2.34 3.65 -3.01
C 1.00 3.45 -2.65
C 0.60 2.33 -1.97
C 1.50 1.29 -1.64
O 1.12 0.26 -0.97
H 1.74 -0.31 -5.31
H 0.54 -1.35 -4.51
H 1.99 -2.08 -5.25
H 1.03 -3.37 -3.55
H 1.30 -5.11 -1.86
H 2.81 -4.76 0.08
H 4.05 -2.62 0.27
H 4.99 -0.92 -1.14
H 4.93 1.09 -1.80
H 4.29 2.82 -2.94
H 2.65 4.55 -3.52
H 0.26 4.21 -2.90
H -0.43 2.19 -1.69
```